# 1
Entry from OMol25: C20H40NP3S2Y as an isolated structure in a non-equilibrium geometry (ωB97M-V/def2-TZVPD).

```
! RIJCOSX wB97M-V def2-TZVPD def2/J DEFGRID3
* xyz 3 1
Y 0.786 0.836 0.105
P -0.230 -1.289 2.372
P 1.769 -1.905 -0.498
P -1.661 1.755 1.672
H -0.666 1.952 -5.950
C -0.728 2.820 -5.304
C 0.270 3.354 -4.584
H 1.318 3.059 -4.619
C -1.652 -2.383 1.916
C 0.976 -2.557 2.935
C -0.782 -0.776 4.058
C 2.609 -1.730 -2.117
C 3.040 -2.976 0.310
C 0.477 -3.154 -0.940
C -2.220 3.213 0.696
C -1.714 2.521 3.345
C -3.249 0.821 1.695
H -1.686 3.316 -5.272
H 0.028 4.265 -4.031
H -1.946 -2.987 2.789
H -1.365 -3.044 1.088
H -2.500 -1.763 1.595
H 0.594 -3.060 3.832
H 1.925 -2.066 3.179
H 1.145 -3.308 2.156
H -0.844 -1.668 4.696
H -1.764 -0.293 4.026
H -0.048 -0.082 4.485
H 2.964 -2.723 -2.437
H 3.466 -1.050 -1.992
H 1.932 -1.314 -2.874
H 2.863 -4.036 0.058
H 3.027 -2.856 1.400
H 4.037 -2.687 -0.050
H 0.881 -3.830 -1.709
H -0.403 -2.626 -1.341
H 0.179 -3.740 -0.058
H -3.212 3.505 1.067
H -2.261 2.960 -0.373
H -1.508 4.037 0.838
H -2.587 3.186 3.411
H -0.799 3.113 3.493
H -1.776 1.762 4.134
H -4.085 1.535 1.737
H -3.308 0.150 2.562
H -3.326 0.231 0.773
C -0.277 1.290 -2.872
C -1.647 0.944 -2.976
C -2.015 -0.078 -3.821
C -1.066 -0.749 -4.601
C 0.298 -0.428 -4.488
C 0.687 0.589 -3.639
S 0.182 2.642 -1.937
H -0.961 0.267 -0.610
H -2.379 1.570 -2.467
H -3.076 -0.313 -3.916
H -1.347 -1.525 -5.325
H 1.035 -0.956 -5.099
H 1.719 0.965 -3.650
S 3.822 -0.134 2.847
C 2.919 0.811 3.990
C 1.923 1.509 3.361
N 1.879 1.306 1.977
C 2.867 0.475 1.569
H 3.137 0.793 5.046
H 1.196 2.184 3.823
H 3.138 0.348 0.512
*
```

The energy relative to the best compared isomer or geometry (same formula, charge and spin) is 347.3 kJ/mol. The calculation puts the strongest force on any atom at 0.03926 Eh/bohr. As for the orbital gap (spin up / spin down): 4.33 / 5.00 eV. As for the highest occupied orbital energy (spin up / spin down): -16.97 / -17.14 eV. The LUMO energy (spin up / spin down) comes out at -12.64 / -12.15 eV.



# 2
Entry from OMol25: a 10-piece molecular cluster, C20H40O40S10 overall in a non-equilibrium geometry (ωB97M-V/def2-TZVPD).

```
! RIJCOSX wB97M-V def2-TZVPD def2/J DEFGRID3
* xyz 0 1
O -0.101 -1.390 -3.697
S -1.058 -2.259 -4.359
O -1.859 -3.152 -3.526
O -2.043 -1.431 -5.448
C -1.472 -1.321 -6.684
C -0.832 -2.728 -6.890
O -0.340 -3.054 -5.617
H -2.293 -1.270 -7.400
H -0.762 -0.512 -6.860
H -0.167 -2.882 -7.740
H -1.628 -3.440 -7.108
O -3.658 -6.760 0.259
S -2.366 -6.073 0.094
O -1.359 -6.659 -0.815
O -2.732 -4.480 -0.297
C -1.833 -3.621 0.388
C -1.697 -4.236 1.808
O -1.703 -5.655 1.614
H -0.851 -3.632 -0.086
H -2.182 -2.599 0.538
H -2.538 -3.974 2.451
H -0.771 -3.838 2.223
O -3.764 0.235 -0.163
S -4.030 0.501 -1.525
O -2.955 0.979 -2.392
O -4.644 -0.874 -2.293
C -5.451 -0.497 -3.410
C -6.110 0.855 -3.009
O -5.439 1.281 -1.812
H -5.073 -0.443 -4.431
H -6.243 -1.245 -3.439
H -7.171 0.703 -2.813
H -6.043 1.619 -3.783
O -1.912 3.002 0.846
S -2.380 4.176 1.559
O -1.787 5.461 1.197
O -4.030 4.155 1.706
C -4.514 3.106 2.518
C -3.442 3.066 3.716
O -2.287 3.844 3.229
H -5.494 3.147 2.993
H -4.387 2.127 2.057
H -3.093 2.043 3.859
H -3.842 3.383 4.679
O 3.242 2.898 0.186
S 3.082 4.341 0.249
O 2.958 5.050 -1.023
O 1.941 4.880 1.372
C 2.568 5.830 2.275
C 4.034 5.476 2.259
O 4.365 4.971 1.016
H 2.516 6.847 1.887
H 2.087 5.608 3.227
H 4.288 4.758 3.038
H 4.716 6.310 2.423
O 0.172 -0.229 2.973
S -1.139 -0.857 3.253
O -2.230 -0.773 2.275
O -0.999 -2.376 3.871
C -0.694 -2.328 5.297
C -1.774 -1.447 5.803
O -1.649 -0.354 4.786
H -0.735 -3.294 5.800
H 0.283 -1.868 5.444
H -1.462 -1.016 6.754
H -2.745 -1.943 5.820
O 8.722 -0.031 2.971
S 7.362 -0.441 3.284
O 7.092 -0.905 4.649
O 6.214 0.581 2.766
C 5.156 -0.048 2.034
C 5.928 -1.150 1.344
O 6.775 -1.674 2.339
H 4.387 -0.511 2.653
H 4.595 0.651 1.414
H 6.597 -0.853 0.536
H 5.222 -1.861 0.915
O 0.896 4.128 -5.830
S 1.367 4.652 -4.508
O 2.794 4.684 -4.229
O 0.558 6.079 -4.231
C -0.500 5.932 -3.217
C -0.193 4.554 -2.510
O 0.687 3.786 -3.269
H -0.401 6.742 -2.495
H -1.396 5.970 -3.837
H -1.170 4.078 -2.423
H 0.172 4.801 -1.514
O 2.411 -1.107 1.202
S 1.881 -0.802 -0.117
O 2.644 -1.420 -1.184
O 0.263 -1.199 -0.259
C -0.468 -0.007 -0.641
C 0.326 1.262 -0.128
O 1.636 0.860 -0.330
H -0.611 0.168 -1.707
H -1.435 0.037 -0.139
H 0.270 1.424 0.948
H -0.098 2.078 -0.713
O 2.956 -5.979 -2.300
S 2.401 -5.320 -1.071
O 1.485 -4.171 -1.267
O 1.833 -6.291 0.163
C 2.074 -5.611 1.419
C 3.153 -4.521 1.219
O 3.712 -4.871 -0.067
H 1.102 -5.167 1.633
H 2.329 -6.323 2.204
H 3.990 -4.843 1.839
H 2.792 -3.499 1.330
*
```

Its SMILES is O=S1(=O)OCCO1.O=S1(=O)OCCO1.O=S1(=O)OCCO1.O=S1(=O)OCCO1.O=S1(=O)OCCO1.O=S1(=O)OCCO1.O=S1(=O)OCCO1.O=S1(=O)OCCO1.O=S1(=O)OCCO1.O=S1(=O)OCCO1. The energy relative to the best compared isomer or geometry (same formula, charge and spin) is 640.2 kJ/mol. The calculation puts the strongest force on any atom at 0.09752 Eh/bohr. As for the orbital gap: 10.57 eV. As for the highest occupied orbital energy: -10.73 eV. The LUMO energy comes out at -0.16 eV.



Question: Among the records above, which one has the lowest strongest force on any atom?
Answer: C20H40NP3S2Y